Below is a molecular structure, C7H12, with properties calculated with the ωB97M-V functional and the def2-TZVPD basis.

XYZ file:
```
19
Properties=species:S:1:pos:R:3:forces:R:3
C -1.950661 -0.071463 0.842591 0.01 0.14 0.01
C -1.464976 -0.909103 -0.311011 0.15 -0.22 0.31
C -0.060446 0.011729 -1.378436 -0.83 -0.30 -0.23
C 0.869901 1.082239 -0.853363 -0.05 0.05 0.13
C 1.250483 0.723777 0.584786 -0.07 -0.13 0.16
C 0.995844 -0.792170 0.715231 0.01 -0.05 0.01
C -0.011464 -1.177065 -0.389338 0.07 -0.26 0.12
H -2.857844 0.483784 0.580244 0.15 -0.10 0.07
H -2.274318 -0.843614 1.559959 0.04 0.07 -0.13
H -1.262215 0.596050 1.385120 -0.08 -0.19 -0.17
H -1.177273 0.286640 -1.398934 0.40 0.35 -0.08
H 0.058576 -0.282677 -2.422012 0.16 -0.05 0.19
H 1.746114 1.095254 -1.478773 0.45 -0.03 -0.30
H 0.428897 2.060648 -0.925586 -0.16 0.51 -0.01
H 2.287099 0.994195 0.806934 -0.11 -0.08 -0.03
H 0.631306 1.283998 1.285056 0.01 -0.03 0.02
H 0.634205 -1.064337 1.715337 0.06 0.04 -0.19
H 1.928496 -1.348504 0.553134 -0.18 0.09 0.02
H 0.228280 -2.129378 -0.870947 -0.04 0.19 0.10
```
Positions in Å, forces in eV/Å.

As for the HOMO energy: -7.685 eV. The energy relative to the best compared isomer or geometry (same formula, charge and spin) is 79.2 kcal per mole. The frontier orbital gap comes out at 8.739 eV.

Atomic partial charges in e from the natural (NBO) method, atoms 1 to 5: number 1, C, carries -0.738; number 2, C, carries 0.007; number 3, C, carries -0.351; number 4, C, carries -0.417; number 5, C, carries -0.402